(1)
This record from the OMol25 dataset describes a 2-piece molecular cluster, C5H7BrS overall in a non-equilibrium geometry. The level of theory is wB97M-V/def2-TZVPD.

```
14
Properties=species:S:1:pos:R:3:lowdin_charge:R:1
Br 2.9620 1.5965 0.1028 0.1077
S 3.3634 -2.5633 0.1084 0.7739
C 1.0676 -0.9340 -0.3652 -0.3225
C -0.0877 -0.8291 0.3956 -0.1097
C -1.2396 -0.0488 -0.1440 -0.3049
C 2.2179 -1.5646 -0.1776 -0.7337
C -1.4486 1.4574 0.2513 -0.1230
H 0.8907 -0.5314 -1.3414 0.1050
H -2.1668 -0.5131 0.0855 0.0731
H -2.3635 1.9469 -0.2855 0.0941
H -0.4828 1.9673 -0.1124 0.0603
H -1.4414 1.4964 1.4308 0.1010
H -0.0693 -1.3583 1.3986 0.1314
H -1.2018 -0.1220 -1.3468 0.1472
```

- spin multiplicity = 3
- gap between HOMO and LUMO (spin up / spin down) (eV) = 6.6 / 6.2
- largest force on an atom (eV/A) = 2.844
- electronic energy (hartree) = -3166.75842
- net charge = 0


(2)
This record from the OMol25 dataset describes C6H11ClN2 as an isolated structure in a non-equilibrium geometry. The level of theory is wB97M-V/def2-TZVPD.

```
20
Properties=species:S:1:pos:R:3:lowdin_charge:R:1
Cl 2.4846 -0.9521 2.4740 0.7466
N 2.6364 -2.3224 3.2330 -0.5121
N 1.6555 -0.5227 -0.5868 0.0371
C 1.2692 -0.4013 0.5890 -0.2600
C 0.0925 -1.6751 -1.9450 -0.0426
C -0.0533 0.2353 0.8417 -0.3547
C 0.5650 -0.2110 -1.5016 -0.3447
C 0.1151 1.3750 1.8793 -0.0946
C -0.4361 0.5315 -0.5982 -0.1266
H -0.8967 1.9339 2.1793 0.1077
H -0.7492 -1.9331 -1.3116 0.0613
H -0.2387 -1.6026 -3.0036 0.0702
H 1.1943 0.5020 -2.2428 0.1774
H 0.3740 1.0444 2.8976 0.0469
H -0.5906 -0.5380 1.2704 0.1122
H 3.3196 -2.8925 2.7378 -0.0429
H -0.3826 1.5838 -0.7245 0.1008
H 0.7904 2.2755 1.5672 0.1097
H 0.9399 -2.4550 -1.8100 0.1035
H -1.4260 0.2181 -0.8573 0.1048
```

- gap between HOMO and LUMO (spin up / spin down) (eV) = 7.5 / 8.7
- largest force on an atom (eV/A) = 3.588
- electronic energy (hartree) = -804.69056
- net charge = 0


(3)
This record from the OMol25 dataset describes C9H12GaI2O4STb as an isolated structure in a non-equilibrium geometry. The level of theory is wB97M-V/def2-TZVPD.

```
30
Properties=species:S:1:pos:R:3:lowdin_charge:R:1
Tb -0.2453 -1.4420 1.8234 1.4692
I 4.0505 1.9704 0.8925 0.6330
I 4.6393 -0.5358 1.7250 0.4610
Ga 1.1147 1.0208 1.2149 0.2349
S 1.0935 -0.7613 -0.3477 0.6013
O -1.4456 2.3692 0.5136 0.3267
O -3.0215 -2.1042 4.0930 0.2800
O -2.7265 0.8783 2.7396 0.3352
O -3.4109 -1.6738 0.2461 0.2897
C 0.6405 -1.2968 -3.0674 -0.0682
C -1.0183 1.4225 1.1070 -0.2472
C -1.9290 0.4891 1.9296 -0.2473
C -1.0825 0.1980 -2.0560 -0.0652
C -2.3997 -1.5815 0.7979 -0.0803
C 0.3840 -0.1198 -2.1187 -0.7133
C 1.0475 0.4218 3.1309 -0.2487
C 1.2296 1.0795 -2.5524 -0.0688
C -2.1199 -1.7927 3.4349 -0.0048
H 0.6401 1.3533 3.5723 0.0820
H 1.1387 1.9817 -1.9360 0.0832
H -1.6921 -0.6100 -1.6584 0.0738
H 1.7076 -1.5609 -3.1604 0.1138
H 0.1054 -2.1891 -2.7214 0.0981
H 0.4526 -0.4322 3.6783 0.0407
H 2.0920 0.2869 3.4667 0.0313
H -1.2377 1.0688 -1.4406 0.0584
H 0.2622 -1.0726 -4.0811 0.1395
H -1.4714 0.4164 -3.0506 0.1421
H 0.8971 1.3792 -3.5627 0.1393
H 2.3054 0.8368 -2.6125 0.1108
```

- spin multiplicity = 7
- gap between HOMO and LUMO (spin up / spin down) (eV) = 4.1 / 4.0
- largest force on an atom (eV/A) = 8.210
- electronic energy (hartree) = -4391.99060
- net charge = +4